[1]
# C29H53BrFN2O2P

2 unconnected molecules or ions with the total composition C29H53BrFN2O2P in a non-equilibrium geometry (ωB97M-V/def2-TZVPD, the Open Molecules 2025 dataset).

## Properties
Charge: 0

CARTESIAN COORDINATES (ANGSTROEM)
C (-3.65958, 6.73869, 0.07416)
C (-2.99366, 5.42344, -0.41784)
C (-2.19758, 4.73165, 0.68915)
C (-0.79420, 5.33135, 0.86018)
C (0.11265, 5.17502, -0.36773)
C (0.22876, 3.71709, -0.82208)
C (1.28469, 3.57745, -1.93666)
C (2.23255, 2.38898, -1.76044)
C (1.48352, 1.06746, -1.58036)
C (1.01933, 0.47684, -2.93673)
C (-0.35501, -0.21478, -2.90381)
C (-0.52744, -1.23353, -1.75705)
C (0.34462, -2.44968, -2.02748)
C (0.86679, -3.16024, -0.75168)
C (-0.04428, -3.19097, 0.45607)
C (-1.35039, -3.66258, 0.39578)
P (-2.15740, -4.34555, -1.12611)
C (-3.90258, -3.71186, -1.20889)
C (-4.11870, -2.25517, -0.74311)
C (-2.26593, -6.16308, -0.71319)
C (-0.99922, -6.86497, -1.21683)
N (-2.04531, -3.66678, 1.52086)
N (-1.66481, -3.28178, 2.70945)
C (-0.43891, -2.85844, 2.78797)
C (0.00306, -2.45803, 4.16865)
C (0.13046, -3.76333, 4.98113)
O (0.21699, -4.84724, 4.44715)
Br (0.16417, -3.64162, 6.91364)
C (0.42725, -2.77455, 1.69687)
C (1.81767, -2.26230, 1.82905)
C (1.86535, -0.73466, 1.59386)
C (2.34320, 0.06776, 2.79601)
F (2.74388, -0.48084, 0.58487)
H (-4.70996, 6.70959, -0.19408)
H (-3.56628, 6.83654, 1.15234)
H (-3.18357, 7.58565, -0.40943)
H (-2.38009, 5.61845, -1.29120)
H (-3.79781, 4.74722, -0.70979)
H (-2.12010, 3.65833, 0.52209)
H (-2.71491, 4.86956, 1.64122)
H (-0.92105, 6.39375, 1.08407)
H (-0.28056, 4.87292, 1.70638)
H (1.11468, 5.52431, -0.12072)
H (-0.23709, 5.77583, -1.20768)
H (0.46065, 3.07045, 0.02589)
H (-0.74572, 3.41388, -1.21126)
H (0.81909, 3.54986, -2.92326)
H (1.90032, 4.47501, -1.90729)
H (2.84592, 2.29731, -2.65241)
H (2.89002, 2.56347, -0.91020)
H (0.60240, 1.16733, -0.93998)
H (2.10833, 0.30863, -1.11685)
H (0.95033, 1.27831, -3.67010)
H (1.79739, -0.21085, -3.26238)
H (-1.16850, 0.50682, -2.91094)
H (-0.42765, -0.80254, -3.82453)
H (-1.58649, -1.48576, -1.73937)
H (-0.27903, -0.79503, -0.78933)
H (1.21846, -2.18150, -2.61351)
H (-0.18384, -3.17485, -2.63542)
H (1.79916, -2.66972, -0.52118)
H (1.11268, -4.19420, -1.00725)
H (-4.58552, -4.38494, -0.68777)
H (-4.17261, -3.77440, -2.25931)
H (-3.84584, -1.57924, -1.54541)
H (-3.58512, -2.02310, 0.17127)
H (-5.18464, -2.12397, -0.58197)
H (-3.19270, -6.60235, -1.06825)
H (-2.25928, -6.23228, 0.37767)
H (-1.16819, -7.93772, -1.18530)
H (-0.74633, -6.52838, -2.21833)
H (-0.14666, -6.66245, -0.57245)
H (-2.99316, -4.02016, 1.46118)
H (0.98953, -2.01963, 4.15864)
H (-0.74889, -1.83426, 4.64251)
H (2.26149, -2.54398, 2.77968)
H (2.44428, -2.73922, 1.08950)
H (0.86620, -0.39889, 1.30552)
H (1.92417, 1.06907, 2.76311)
H (2.03144, -0.37539, 3.74014)
H (3.42819, 0.12191, 2.80681)
C (5.19278, 1.87845, 0.44503)
C (4.70539, 3.19058, -0.22007)
O (4.57965, 3.04038, -1.54433)
H (6.17073, 1.57055, 0.06919)
H (5.28289, 2.00708, 1.54000)
H (4.48424, 1.06916, 0.26481)
H (5.41795, 3.98324, 0.12864)
H (3.76333, 3.46742, 0.34080)

Atomic forces in eV per Å
0.5 -0.6 -0.5
-0.7 -0.1 0.8
0.6 0.3 0.1
-0.1 0.1 -0.5
-0.1 -0.5 0.4
0.0 0.6 -0.7
0.2 -0.2 0.5
-1.4 -0.6 0.2
-0.5 -0.4 -0.9
-0.4 0.4 0.7
0.7 -0.6 0.1
0.2 0.5 -0.7
-0.2 -0.6 0.4
-0.4 0.0 -0.7
0.8 0.3 -0.6
-0.5 -0.3 -0.2
0.3 -0.1 -1.7
0.0 0.1 1.0
-0.3 -0.7 -0.5
0.7 0.8 1.0
-0.4 -0.1 0.1
-0.5 -0.2 0.1
-0.8 -0.2 0.0
0.7 0.8 0.7
-0.5 -1.3 0.6
0.1 -1.9 -1.1
-0.1 1.9 1.1
0.0 0.3 -0.5
0.2 -0.4 -0.5
0.3 -0.1 0.3
0.1 0.1 1.0
-0.4 -0.1 0.2
0.2 -0.4 -0.4
-0.2 0.3 0.0
0.0 0.1 0.1
-0.1 0.3 0.1
0.1 -0.1 -0.1
0.0 -0.1 -0.2
0.0 -0.1 -0.1
-0.2 -0.1 0.0
0.1 0.1 0.1
-0.1 0.0 0.2
0.1 0.1 0.0
0.0 0.1 0.0
0.1 0.0 0.1
-0.1 -0.2 0.1
-0.2 0.0 -0.1
0.2 0.0 -0.2
0.2 0.1 0.2
-0.6 -0.1 -0.5
-0.1 0.2 0.2
0.1 0.3 -0.1
0.1 0.0 -0.2
0.0 -0.1 -0.3
0.0 0.2 0.1
-0.3 0.1 -0.2
-0.1 -0.3 0.2
0.0 0.2 0.0
0.2 0.2 0.1
-0.2 0.0 -0.1
0.0 0.0 0.2
0.0 -0.1 0.0
0.0 0.0 0.2
0.1 -0.2 -0.2
0.3 0.3 0.1
0.0 0.3 0.1
-0.1 0.2 0.2
-0.1 0.1 -0.3
-0.4 -0.3 0.1
0.2 -0.1 -0.2
0.0 -0.2 -0.2
0.1 0.1 0.1
-0.1 0.1 0.3
-0.1 0.4 0.2
0.2 0.3 0.1
0.0 0.1 0.2
0.2 0.0 0.0
0.0 0.2 -0.3
0.2 0.2 -0.1
-0.1 0.0 0.1
0.1 0.0 -0.2
0.0 0.2 0.7
1.1 -0.5 -0.2
1.2 0.8 0.4
0.0 0.1 -0.2
0.0 -0.1 0.0
0.0 0.0 -0.2
0.0 0.1 -0.1
-0.3 0.0 0.0


[2]
# C29H53FNO11S5

A molecular structure, C29H53FNO11S5 in a non-equilibrium geometry (ωB97M-V/def2-TZVPD, the Open Molecules 2025 dataset).

## Properties
Charge: +1

CARTESIAN COORDINATES (ANGSTROEM)
C (0.67664, 0.53798, 0.57794)
C (0.60064, -0.94102, 0.00094)
O (1.56864, -1.55802, -0.37306)
N (-0.67636, -1.68902, 0.01194)
H (-0.62036, -2.67502, -0.17306)
H (-1.02736, -1.62702, 0.89694)
C (-1.73336, -1.12602, -0.91506)
H (1.50464, 1.02498, 0.27994)
H (0.64764, 0.59798, 1.76694)
H (-0.23136, 1.34498, 0.53094)
H (-1.94536, -0.11302, -1.09206)
H (-2.63936, -1.57802, -0.72106)
H (-1.46636, -1.43502, -1.81306)
F (-1.54436, 2.70198, -2.01906)
C (-1.82936, 3.91698, -2.36606)
C (-0.96536, 4.85598, -2.50406)
C (-1.46236, 6.21498, -2.85506)
C (-2.90936, 6.41598, -3.05606)
C (-3.83436, 5.34698, -2.94106)
C (-3.24436, 4.13298, -2.57406)
H (0.12264, 4.94198, -2.09606)
H (-0.84036, 7.21498, -2.87906)
H (-3.23636, 7.48398, -3.26906)
H (-4.79336, 5.49698, -3.10806)
H (-3.91336, 3.33698, -2.17506)
C (1.60564, 1.46198, -5.47006)
C (2.83364, 0.73698, -4.94806)
C (2.85064, 0.41198, -3.54306)
S (1.50264, 1.32098, -2.88206)
O (1.85864, 2.18698, -1.71206)
O (0.40064, 0.34198, -2.92806)
C (1.21764, 2.35498, -4.25806)
H (0.75464, 0.68798, -5.63006)
H (1.76064, 1.70598, -6.32806)
H (3.80464, 1.37798, -5.13906)
H (2.99264, -0.21902, -5.63006)
H (3.80164, 0.87098, -3.11706)
H (2.80164, -0.52002, -3.15606)
H (1.73764, 3.28898, -4.26206)
H (0.02864, 2.78698, -4.27606)
C (2.18764, -5.90202, 3.46894)
C (3.41264, -5.32802, 2.88394)
C (3.10564, -4.66902, 1.74694)
S (1.53264, -3.90202, 2.01594)
O (0.54264, -4.26002, 1.07694)
O (1.70164, -2.50402, 2.40594)
C (1.10464, -4.77102, 3.52194)
H (2.31864, -6.44202, 4.41294)
H (2.08664, -6.80102, 2.94694)
H (4.14264, -6.14402, 2.74194)
H (3.80564, -4.64302, 3.64994)
H (2.83464, -5.17602, 0.74194)
H (3.94064, -3.92902, 1.32594)
H (-0.06636, -5.11102, 3.42794)
H (1.16864, -4.22802, 4.24794)
C (0.02064, 5.72798, 1.33494)
C (-0.40836, 6.20298, 2.72794)
C (-0.22636, 5.12498, 3.62094)
S (-0.85036, 3.80198, 2.67794)
O (-2.29936, 3.84098, 2.70294)
O (-0.17036, 2.59698, 2.98294)
C (-0.38736, 4.30298, 1.07594)
H (1.13664, 5.70598, 1.42994)
H (-0.26136, 6.22098, 0.49294)
H (-1.48636, 6.73198, 2.77794)
H (0.03364, 7.09598, 3.14594)
H (-0.83136, 5.17898, 4.56894)
H (0.77964, 5.00298, 4.01894)
H (-1.20436, 4.20498, 0.44894)
H (0.28664, 3.78698, 0.59094)
C (-0.68536, -3.46402, -5.04306)
C (0.76364, -3.86002, -4.64206)
C (0.93964, -3.90602, -3.28706)
S (-0.47136, -4.66902, -2.69606)
O (-0.91536, -3.96902, -1.53006)
O (-0.37936, -6.15302, -2.64406)
C (-1.53136, -4.28802, -3.97306)
H (-0.96336, -3.67302, -6.11306)
H (-0.94236, -2.55102, -4.63106)
H (1.39364, -3.12602, -5.22306)
H (0.77264, -4.88602, -5.11106)
H (1.22564, -2.95502, -2.81306)
H (1.74464, -4.43002, -3.11206)
H (-2.43136, -3.74802, -3.62106)
H (-1.98936, -5.06302, -4.51106)
C (-1.36436, -0.05602, 6.44694)
C (-0.72336, -1.52902, 6.17794)
C (-1.38936, -2.18102, 5.20194)
S (-1.86136, -0.91802, 3.92994)
O (-3.18236, -0.91302, 3.72494)
O (-0.89636, -0.91102, 2.88694)
C (-1.56736, 0.51598, 5.04494)
H (-0.67136, 0.40098, 7.12394)
H (-2.16836, -0.29602, 7.03794)
H (-0.67236, -2.04902, 7.13394)
H (0.21164, -1.22502, 5.78194)
H (-2.38536, -2.58502, 5.53394)
H (-1.01236, -2.74402, 4.56594)
H (-2.35036, 1.25498, 4.80494)
H (-0.60736, 0.63898, 4.48494)

Atomic forces in eV per Å
-5.3 -0.6 3.5
2.3 1.0 0.4
-1.3 1.1 0.1
-0.8 2.5 -2.2
0.9 -1.2 -0.7
-1.2 0.5 3.8
0.4 0.0 2.0
2.9 1.2 -1.3
0.4 -1.1 -2.3
1.7 -2.5 -0.9
0.7 1.9 1.1
-1.8 -1.2 0.9
1.3 -1.6 -4.2
1.1 -2.4 1.0
-6.1 -0.9 -0.7
4.9 7.8 0.2
-2.6 0.3 0.1
2.7 0.9 -0.2
7.0 -0.7 1.0
-0.7 -0.3 0.8
-1.9 -1.1 -1.1
-0.9 -2.6 0.0
0.3 -1.6 0.2
-4.4 0.4 -0.4
0.6 0.3 -0.9
-3.7 -5.2 10.7
3.1 -1.5 -5.2
2.5 3.8 2.3
-1.0 1.3 2.0
-1.0 -2.2 -2.1
0.7 0.9 1.0
-3.9 1.8 -2.6
1.2 1.0 0.7
1.8 4.4 -9.7
-2.0 -1.0 0.0
-0.2 1.8 1.4
-1.3 -0.6 -0.1
-0.5 -3.2 0.7
0.9 0.4 0.5
3.2 -1.7 0.3
-1.3 -0.7 2.3
3.2 -2.9 5.7
0.1 4.3 -9.2
0.1 2.9 3.6
-1.1 -0.3 -2.3
0.0 -0.6 -0.7
-2.8 -8.4 -9.0
0.3 1.1 0.6
-1.9 -1.1 -1.9
0.0 0.5 0.1
0.4 0.1 -0.4
0.6 -0.4 1.8
-2.0 -1.0 1.3
3.1 0.6 0.0
1.2 6.2 8.3
2.7 -0.6 1.9
-3.5 5.2 -1.6
-0.7 -1.7 3.8
-1.7 -1.5 -0.5
0.6 0.1 0.4
0.8 -1.9 0.9
-2.2 2.8 2.8
-0.7 0.2 -0.5
-0.7 2.4 -2.0
1.6 -2.1 -0.5
1.3 0.2 -0.6
0.2 -0.1 -1.0
0.3 -0.4 -0.7
-2.2 0.2 -0.9
4.1 -3.0 -1.6
-0.5 -2.1 1.5
-1.4 0.7 -8.7
-0.5 3.2 3.3
-1.3 -4.7 1.8
-0.3 0.6 1.2
0.6 2.9 0.0
-1.7 1.8 -2.7
0.3 0.5 1.3
0.1 2.8 -0.6
0.0 -1.2 0.7
1.0 0.8 0.4
-1.1 0.1 0.1
4.1 -3.4 1.5
0.8 0.1 0.2
0.0 -2.0 -0.1
1.8 -2.0 -1.7
2.6 4.4 4.3
-8.8 2.2 0.0
6.1 1.6 5.9
-9.4 -1.0 -2.9
0.9 -0.4 -1.9
1.4 -1.0 -1.2
0.5 0.9 -0.2
-2.8 0.2 0.9
0.4 0.0 -0.1
1.7 -0.3 0.2
0.8 0.2 -0.4
4.3 -6.1 -4.8
0.6 -0.3 0.3
-0.2 1.6 1.4


Record order is preserved below.
HOMO: -0.159, -0.402 Ha
Record order is preserved below.
HOMO-LUMO gap: 0.063, 0.344 Ha